(1)
103
Properties=species:S:1:pos:R:3 method="wB97M-V/def2-TZVPD" s_squared=0.969 charge=+2 homo_energy_ev="-10.912 / -11.955" gap_ev="6.27 / 6.75" multiplicity=2
Ru 0.169 -0.216 0.837
C 5.104 2.577 -0.726
N 4.326 1.583 -0.005
C 4.792 0.350 0.334
C 3.769 -0.277 0.985
N 2.676 0.554 1.051
C 3.038 1.668 0.435
P 2.040 3.112 -0.064
C 1.161 2.168 -1.350
N 0.746 0.918 -1.224
C 0.181 0.581 -2.416
C 0.276 1.637 -3.279
N 0.903 2.638 -2.597
C 1.118 3.983 -3.099
C 0.700 3.105 1.173
N 0.049 2.058 1.662
C -1.002 2.557 2.375
C -0.982 3.921 2.325
N 0.095 4.262 1.565
C 0.499 5.627 1.273
H 6.153 2.468 -0.464
H 4.780 3.580 -0.458
H 4.998 2.443 -1.803
H 5.787 0.021 0.091
H 3.748 -1.296 1.338
H -0.258 -0.388 -2.584
H -0.041 1.755 -4.301
H 1.249 3.950 -4.177
H 2.006 4.416 -2.645
H 0.257 4.614 -2.872
H -1.716 1.916 2.866
H -1.644 4.658 2.746
H 0.492 6.214 2.189
H -0.184 6.083 0.557
H 1.504 5.637 0.859
C -1.916 2.669 -0.925
Si -2.948 1.168 -0.407
C -4.193 1.867 0.851
C -3.772 0.636 -2.036
N -2.062 -0.160 0.344
C -2.739 -1.256 0.713
C -4.142 -1.394 0.480
C -4.862 -2.488 0.857
C -4.219 -3.554 1.518
C -2.878 -3.479 1.758
C -2.083 -2.357 1.390
N -0.773 -2.309 1.670
Si 0.001 -3.589 2.581
C -0.669 -3.654 4.358
C 0.019 -5.312 1.798
C 1.825 -3.040 2.789
H -2.526 3.563 -0.786
H -1.661 2.608 -1.982
H -1.000 2.795 -0.357
H -5.161 2.028 0.373
H -3.862 2.831 1.239
H -4.357 1.200 1.699
H -3.735 1.447 -2.765
H -4.824 0.382 -1.904
H -3.288 -0.235 -2.482
H -4.660 -0.590 -0.021
H -5.919 -2.537 0.637
H -4.787 -4.419 1.833
H -2.383 -4.308 2.245
H -1.635 -4.158 4.394
H -0.822 -2.667 4.799
H 0.007 -4.216 5.006
H -0.805 -5.933 2.153
H 0.940 -5.840 2.047
H -0.049 -5.270 0.711
H 2.102 -3.124 3.845
H 1.882 -2.029 2.384
H 2.496 -3.687 2.223
C 1.986 -2.507 -2.506
Te 1.074 -2.495 -0.534
C -0.591 -3.276 -1.636
C 0.040 -4.043 -2.764
C -0.594 -5.128 -3.355
C 0.034 -5.831 -4.373
C 1.286 -5.439 -4.819
C 1.920 -4.351 -4.236
C 1.309 -3.659 -3.200
H 3.059 -2.664 -2.418
H 1.817 -1.565 -3.031
H -1.218 -2.455 -1.988
H -1.197 -3.909 -0.990
H -1.574 -5.435 -3.012
H -0.458 -6.692 -4.805
H 1.781 -5.978 -5.615
H 2.900 -4.049 -4.584
N 3.378 -0.474 4.195
C 2.447 0.234 5.116
C 1.289 0.841 4.342
N 0.489 -0.166 3.628
H 4.238 -0.744 4.668
H 3.593 0.116 3.383
H 2.913 -1.314 3.807
H 2.993 1.023 5.629
H 2.084 -0.478 5.858
H 1.676 1.538 3.595
H 0.694 1.414 5.062
H -0.393 0.244 3.349
H 0.252 -0.936 4.249

---

(2)
110
Properties=species:S:1:pos:R:3 method="wB97M-V/def2-TZVPD" charge=+1 homo_energy_ev=-11.755 gap_ev=8.09
C 0.810 1.762 -5.186
C 0.184 3.273 -5.283
N -1.244 3.415 -4.813
C -2.221 2.574 -5.599
C -2.146 2.800 -7.241
C -1.326 1.460 -7.813
C 0.129 1.533 -8.563
N 0.353 0.047 -8.779
C -0.796 -0.797 -8.243
C -0.821 -2.436 -8.291
N -1.893 0.051 -7.622
C -1.411 3.207 -3.327
C -2.107 4.454 -2.460
O -1.107 2.113 -2.626
H 0.015 0.894 -5.227
H 1.531 1.621 -6.125
H 1.486 1.594 -4.238
H 0.357 3.712 -6.380
H 0.859 3.960 -4.578
H -2.094 1.440 -5.334
H -3.342 2.851 -5.300
H -1.586 3.805 -7.522
H -3.245 2.851 -7.680
H 0.785 2.472 -8.803
H 1.243 -0.292 -9.227
H -1.535 -2.864 -9.114
H 0.300 -2.795 -8.401
H -1.171 -2.798 -7.212
H -2.805 -0.233 -7.173
H -3.158 4.109 -2.009
H -1.371 4.748 -1.588
H -2.263 5.365 -3.188
C 0.829 4.833 2.135
C 0.501 6.190 1.544
C -0.150 7.119 2.523
O -0.950 7.940 1.694
C -1.263 7.190 0.597
O -2.123 7.480 -0.218
O -0.486 6.067 0.531
H 1.453 4.259 1.441
H 1.368 4.927 3.083
H -0.079 4.244 2.298
H 1.397 6.641 1.100
H 0.580 7.719 3.073
H -0.804 6.609 3.240
C 2.402 -5.531 -5.261
C 1.491 -6.277 -6.217
C 2.232 -7.192 -7.144
O 1.403 -7.216 -8.291
C 0.738 -6.023 -8.309
O 0.118 -5.591 -9.266
O 0.861 -5.373 -7.112
H 1.808 -5.014 -4.499
H 3.095 -6.209 -4.755
H 2.976 -4.759 -5.785
H 0.712 -6.813 -5.662
H 2.345 -8.198 -6.729
H 3.217 -6.814 -7.436
C -4.500 6.018 5.402
C -3.803 4.698 5.672
C -2.807 4.773 6.789
O -1.859 3.785 6.432
C -1.899 3.689 5.070
O -1.063 3.114 4.392
O -2.999 4.324 4.564
H -5.331 5.871 4.705
H -4.896 6.457 6.322
H -3.818 6.733 4.929
H -4.541 3.905 5.846
H -3.256 4.545 7.760
H -2.294 5.739 6.851
C -0.375 1.145 0.319
C 0.806 0.200 0.213
C 0.408 -1.245 0.219
O 1.534 -1.879 0.795
C 2.122 -0.953 1.608
O 2.975 -1.207 2.443
O 1.629 0.299 1.365
H -0.051 2.176 0.137
H -1.155 0.897 -0.407
H -0.805 1.126 1.327
H 1.414 0.444 -0.667
H 0.223 -1.627 -0.789
H -0.466 -1.454 0.845
C 0.880 -2.701 4.462
C 0.549 -4.112 4.909
C 0.303 -5.051 3.766
O -0.603 -5.987 4.318
C -1.290 -5.327 5.296
O -2.308 -5.741 5.827
O -0.690 -4.137 5.602
H 1.218 -2.104 5.316
H 1.669 -2.695 3.704
H -0.006 -2.197 4.060
H 1.327 -4.494 5.580
H 1.219 -5.548 3.435
H -0.175 -4.573 2.904
C 2.238 -6.049 8.364
C 3.298 -5.037 8.755
C 3.114 -4.496 10.141
O 3.672 -3.199 10.048
C 3.530 -2.811 8.747
O 3.682 -1.669 8.344
O 3.194 -3.872 7.952
H 2.512 -6.538 7.423
H 2.118 -6.821 9.130
H 1.272 -5.562 8.193
H 4.300 -5.461 8.621
H 3.641 -5.091 10.891
H 2.063 -4.400 10.436

---

(3)
110
Properties=species:S:1:pos:R:3 method="wB97M-V/def2-TZVPD" charge=-1 homo_energy_ev=-4.375 gap_ev=5.65
Y 0.894 -0.819 -2.306
N 3.502 2.947 1.161
C 3.554 2.017 0.175
N 2.764 1.963 -0.831
C 1.752 2.898 -0.940
N 0.939 2.901 -1.939
N 1.071 1.785 -2.737
C 0.917 2.020 -3.981
C 1.312 1.034 -4.984
C 1.251 1.376 -6.327
C 1.802 0.503 -7.252
C 2.388 -0.662 -6.803
C 2.359 -0.949 -5.448
N 1.836 -0.120 -4.547
C 1.603 3.924 0.096
C 0.566 4.856 0.094
C 0.462 5.784 1.109
C 1.398 5.797 2.142
C 2.428 4.879 2.168
C 2.521 3.933 1.149
H 4.137 2.877 1.938
H 4.331 1.263 0.271
H 0.639 3.016 -4.323
H 0.791 2.308 -6.627
H 1.774 0.736 -8.309
H 2.831 -1.373 -7.486
H 2.737 -1.883 -5.058
H -0.156 4.814 -0.710
H -0.352 6.497 1.110
H 1.309 6.523 2.939
H 3.145 4.868 2.980
O -0.015 -2.507 -5.394
P 0.215 -3.363 -4.063
O 0.116 -4.812 -4.256
O 1.446 -2.735 -3.408
O -0.955 -2.809 -3.040
P -2.021 -1.651 -3.530
O -3.132 -1.710 -2.388
O -2.593 -2.008 -4.854
O -1.185 -0.411 -3.391
H -0.966 -2.484 -5.627
H -3.837 -2.288 -2.682
C -2.101 1.788 5.208
Si -1.097 1.462 3.637
C -0.373 3.122 3.101
C 0.320 0.296 4.084
Si -2.346 0.524 1.885
Te -1.009 0.353 -0.168
Si -3.552 -1.330 2.703
C -2.585 -2.657 3.651
C -4.471 -2.161 1.282
C -4.800 -0.674 3.974
Si -3.901 2.122 1.092
C -5.173 2.761 2.348
C -2.954 3.645 0.497
C -4.854 1.402 -0.367
H -1.453 2.273 5.945
H -2.485 0.869 5.656
H -2.948 2.450 5.018
H 0.515 3.362 3.692
H -1.097 3.927 3.247
H -0.102 3.105 2.043
H 1.099 0.829 4.639
H 0.771 -0.131 3.185
H -0.030 -0.527 4.710
H -2.367 -3.522 3.025
H -3.205 -2.995 4.487
H -1.640 -2.296 4.058
H -3.803 -2.307 0.430
H -5.311 -1.551 0.944
H -4.860 -3.134 1.596
H -4.330 -0.576 4.955
H -5.611 -1.403 4.069
H -5.238 0.287 3.715
H -4.725 3.059 3.298
H -5.952 2.026 2.554
H -5.663 3.642 1.921
H -2.564 4.226 1.336
H -3.626 4.290 -0.078
H -2.117 3.355 -0.141
H -5.538 0.612 -0.051
H -4.169 0.981 -1.103
H -5.445 2.190 -0.844
C 2.867 -4.977 -1.192
C 1.356 -4.936 -1.059
O 0.897 -3.789 -0.354
C 1.099 -3.889 1.040
C 0.173 -2.930 1.746
H 3.166 -5.838 -1.794
H 3.363 -5.058 -0.222
H 3.213 -4.070 -1.687
H 0.985 -5.835 -0.547
H 0.893 -4.910 -2.041
H 2.145 -3.680 1.296
H 0.886 -4.919 1.364
H 0.399 -1.893 1.506
H 0.253 -3.069 2.826
H -0.859 -3.104 1.440
N 7.640 -2.578 1.318
C 6.645 -2.271 0.827
C 5.413 -1.877 0.212
C 4.303 -1.563 1.002
C 3.114 -1.183 0.399
C 2.951 -1.094 -0.996
C 4.105 -1.397 -1.738
C 5.310 -1.792 -1.176
H 4.385 -1.637 2.081
H 2.274 -0.946 1.041
H 4.066 -1.357 -2.826
H 6.167 -2.037 -1.791

---

(4)
111
Properties=species:S:1:pos:R:3 method="wB97M-V/def2-TZVPD" s_squared=3.759 charge=0 homo_energy_ev="-7.781 / -7.735" gap_ev="8.23 / 6.26" multiplicity=4
Ni 1.483 -0.998 0.392
C 1.231 -4.814 0.468
C 2.225 -4.040 -0.335
C 3.167 -4.627 -1.197
C 3.959 -3.595 -1.628
N 3.503 -2.458 -1.070
N 2.425 -2.723 -0.293
B 4.295 -1.143 -0.904
N 3.568 0.074 -1.528
C 3.904 0.902 -2.532
C 3.196 2.070 -2.373
C 2.442 1.889 -1.207
C 1.758 2.982 -0.452
N 2.633 0.656 -0.725
N 4.406 -0.818 0.627
C 5.487 -0.477 1.347
C 5.104 -0.290 2.655
C 3.724 -0.523 2.661
C 2.802 -0.465 3.831
N 3.309 -0.810 1.430
N 5.680 -1.405 -1.498
C 6.720 -2.096 -0.970
C 7.600 -2.381 -1.982
C 7.002 -1.836 -3.139
C 7.514 -1.839 -4.544
N 5.844 -1.270 -2.839
H 0.353 -5.059 -0.128
H 0.924 -4.286 1.367
H 1.702 -5.746 0.782
H 3.250 -5.672 -1.446
H 4.815 -3.586 -2.284
H 4.634 0.601 -3.263
H 3.259 2.959 -2.981
H 1.178 3.622 -1.115
H 2.520 3.603 0.026
H 1.118 2.609 0.344
H 6.449 -0.345 0.887
H 5.731 -0.019 3.488
H 3.350 -0.166 4.722
H 2.363 -1.446 4.022
H 1.999 0.249 3.671
H 6.742 -2.407 0.060
H 8.534 -2.913 -1.904
H 8.388 -2.482 -4.632
H 7.799 -0.833 -4.857
H 6.749 -2.197 -5.233
C -0.192 4.212 2.735
Si -1.455 2.848 3.022
C -0.590 1.356 3.759
C -2.775 3.481 4.207
Si -2.483 2.142 1.043
Te -0.791 0.923 -0.365
Si -3.305 3.817 -0.368
C -4.252 3.000 -1.772
C -1.892 4.821 -1.095
C -4.452 4.979 0.571
Si -4.194 0.606 1.519
C -5.774 1.549 1.921
C -4.487 -0.492 0.035
C -3.721 -0.443 3.004
H 0.095 4.642 3.700
H -0.584 5.021 2.115
H 0.715 3.830 2.262
H 0.058 1.645 4.592
H 0.020 0.881 2.987
H -1.303 0.613 4.119
H -2.324 3.777 5.159
H -3.522 2.710 4.418
H -3.296 4.352 3.802
H -3.598 2.337 -2.346
H -4.651 3.763 -2.449
H -5.095 2.408 -1.397
H -1.194 4.177 -1.638
H -1.332 5.350 -0.319
H -2.276 5.566 -1.798
H -5.277 4.452 1.057
H -4.882 5.707 -0.124
H -3.909 5.536 1.339
H -6.103 2.169 1.081
H -5.659 2.194 2.796
H -6.574 0.832 2.134
H -4.791 0.080 -0.847
H -5.273 -1.223 0.254
H -3.585 -1.048 -0.236
H -3.710 0.152 3.922
H -2.735 -0.899 2.879
H -4.445 -1.253 3.140
N -5.892 -0.485 -4.014
C -4.696 -1.013 -3.545
C -3.494 -0.325 -3.744
C -2.300 -0.857 -3.299
C -2.289 -2.084 -2.644
C -3.471 -2.788 -2.465
C -4.667 -2.259 -2.916
S -0.760 -2.744 -2.060
O -0.996 -4.140 -1.778
O 0.256 -2.363 -2.994
N -0.431 -1.947 -0.684
C -0.709 -2.402 0.540
S -1.950 -3.477 1.105
C -1.382 -3.269 2.727
C -0.331 -2.424 2.752
N 0.057 -1.936 1.526
H -5.908 0.512 -4.158
H -6.730 -0.838 -3.586
H -3.502 0.627 -4.263
H -1.368 -0.334 -3.472
H -3.443 -3.758 -1.985
H -5.589 -2.813 -2.780
H -1.845 -3.778 3.557
H 0.198 -2.125 3.644